(1)
Below is a structure of composition C28H37AsI2NO2PTi at a distorted geometry, with properties calculated with ωB97M-V with the def2-TZVPD basis set.

Structure (XYZ):
```
73
Properties=species:S:1:pos:R:3:forces:R:3:lowdin_charge:R:1
Ti 1.70227 0.69122 0.06265 0.773 -0.861 -1.861 0.3677
N 0.30867 0.64712 2.65125 -0.048 -0.201 0.083 0.0038
C 1.08327 1.39812 3.64315 0.104 0.210 0.457 -0.2336
C 2.55737 1.00282 3.51825 -0.063 0.017 -0.418 -0.0646
C 2.80787 1.04712 2.02255 0.964 0.687 2.355 -0.7244
O 2.67677 2.11462 1.39845 -0.379 0.122 -0.161 -0.1187
O 2.96947 -0.03048 1.38925 0.150 -0.775 0.065 -0.2204
H -0.65533 0.97672 2.65475 0.192 -0.127 -0.159 0.0773
H 0.29107 -0.34368 2.90805 -0.085 0.295 -0.114 0.0707
H 0.73737 1.24292 4.67685 0.046 0.047 -0.220 0.1186
H 0.99167 2.46212 3.40435 -0.037 -0.158 0.017 0.1259
H 2.73167 -0.01258 3.87625 0.045 0.049 0.046 0.1166
H 3.19217 1.70702 4.05485 0.006 -0.027 -0.040 0.1298
C -1.54713 -0.09498 -4.71835 -0.004 0.004 -0.073 -0.0823
C -1.76403 -1.07798 -3.76735 -0.060 -0.087 -0.012 -0.0869
C -1.63423 -0.77598 -2.42475 0.048 0.195 0.081 -0.1408
C -1.27713 0.50712 -2.01995 -0.027 -0.144 0.065 -0.4285
C -1.06823 1.49422 -2.97625 0.005 -0.030 0.098 -0.1186
C -1.20593 1.18632 -4.31925 -0.050 0.117 -0.059 -0.0778
P -1.21833 0.76602 -0.19965 -0.755 0.830 -1.069 1.0553
C -3.04203 1.02202 -0.04435 0.211 -0.239 0.521 -0.3511
C -3.74163 1.82772 -0.93895 0.068 0.033 -0.051 -0.0909
C -5.11343 1.95452 -0.84025 -0.029 0.045 -0.042 -0.0694
C -5.80723 1.27242 0.14685 -0.028 -0.072 0.080 -0.0843
C -5.11893 0.48452 1.05165 -0.191 -0.033 0.094 -0.0876
C -3.74273 0.36422 0.95805 0.166 0.009 -0.006 -0.1047
C -0.56423 2.47132 -0.15175 0.269 -0.611 0.071 -0.4265
C -1.27853 3.63632 0.09135 -0.039 0.090 0.024 -0.0917
C -0.63463 4.85472 -0.03765 -0.186 0.069 0.036 -0.0822
C 0.69367 4.89902 -0.42945 0.136 -0.113 -0.079 -0.0762
C 1.41027 3.72432 -0.60425 0.301 0.096 -0.141 -0.1082
C 0.81527 2.47102 -0.44335 -0.673 0.952 0.203 -0.3047
H -1.64923 -0.32318 -5.77025 0.005 -0.026 -0.036 0.1027
H -2.03563 -2.07668 -4.07475 -0.017 -0.122 -0.021 0.1055
H -1.80843 -1.53298 -1.66785 -0.013 -0.097 -0.041 0.0900
H -0.79463 2.50072 -2.67945 0.033 -0.070 -0.001 0.1104
H -1.06293 1.95942 -5.06055 0.081 0.044 -0.053 0.1058
H -3.21063 2.34992 -1.72165 0.014 0.002 -0.065 0.1061
H -5.64783 2.58042 -1.53985 -0.023 0.042 -0.075 0.1064
H -6.88223 1.34752 0.20285 -0.113 0.041 0.036 0.1024
H -5.65373 -0.04328 1.82775 -0.049 -0.047 0.054 0.1019
H -3.20553 -0.25798 1.66265 0.008 -0.076 0.040 0.0838
H -2.31873 3.59842 0.38825 -0.029 -0.007 -0.059 0.0987
H -1.17413 5.76972 0.16155 -0.041 0.082 -0.007 0.1014
H 1.18427 5.85352 -0.56475 0.034 0.036 0.008 0.1035
H 2.46747 3.79782 -0.84655 -0.097 -0.074 0.060 0.0660
I 4.88997 1.77562 -0.66725 0.098 -0.730 -1.313 0.9487
C 5.85897 1.03222 -2.32655 -0.566 0.547 1.221 -0.6229
I 2.19977 -0.27908 -2.42465 0.037 0.172 0.520 0.3552
H 6.15147 0.00172 -2.29265 -0.031 -0.232 0.156 -0.0864
H 5.71887 1.52872 -3.26625 -0.232 0.227 -0.076 -0.0847
C 0.23477 -3.73148 -1.84355 0.012 0.218 0.152 -0.1820
C 1.27667 -3.58588 -0.74445 0.053 0.257 -0.048 -0.4305
As 0.99187 -2.08088 0.55405 -0.227 -1.573 0.208 1.1817
C 2.19607 -2.87468 1.92295 0.081 0.189 0.080 -0.4260
C 3.64277 -2.95868 1.44385 -0.012 0.213 -0.189 -0.1616
C -0.76863 -2.70378 1.33055 0.081 0.421 -0.201 -0.4193
C -0.76143 -3.88808 2.29045 0.196 0.131 -0.174 -0.1711
H 0.52357 -4.52768 -2.52825 -0.003 -0.069 -0.036 0.0741
H 0.15397 -2.80908 -2.41675 -0.037 -0.011 -0.051 0.0152
H -0.74183 -3.98308 -1.43165 -0.131 -0.009 -0.048 0.0574
H 2.24797 -3.40488 -1.21665 -0.066 0.067 0.226 0.0442
H 1.34737 -4.51878 -0.17325 0.044 0.208 0.108 0.0685
H 1.84087 -3.87748 2.18235 -0.106 0.232 -0.066 0.0559
H 2.14807 -2.25458 2.82555 -0.081 -0.056 -0.087 0.0522
H 3.74797 -3.69918 0.65075 0.046 -0.026 0.032 0.0625
H 4.30387 -3.23868 2.26645 -0.005 -0.041 -0.045 0.0741
H 3.97347 -1.99378 1.05425 0.094 -0.213 0.045 0.0534
H -1.40473 -2.93668 0.47045 0.063 0.157 0.026 0.0452
H -1.22653 -1.83918 1.82595 0.059 -0.017 -0.162 0.0226
H -0.28243 -4.75788 1.84115 0.029 -0.065 0.064 0.0641
H -1.78283 -4.16758 2.54675 -0.063 -0.013 0.006 0.0704
H -0.24283 -3.64078 3.21615 0.046 -0.097 0.024 0.0629
```
Positions in Å, forces in eV/Å.

- LUMO energy (spin up / spin down) (eV) = -1.032 / -0.997
- total charge = 0
- gap between HOMO and LUMO (spin up / spin down) (Ha) = 0.16380 / 0.16512



(2)
Below is a cluster of 2 separate species, C28H37B2N2O15PS in total at a distorted geometry, with properties calculated with ωB97M-V with the def2-TZVPD basis set.

Structure (XYZ):
```
86
Properties=species:S:1:pos:R:3:forces:R:3:lowdin_charge:R:1
C 8.13284 0.22822 2.32923 0.094 0.128 -0.218 -0.0540
O 7.25816 0.30613 1.20661 -0.265 0.135 0.318 0.0277
B 6.34802 -0.67310 1.02133 0.116 -0.254 -0.344 -0.7841
O 6.52205 -1.92090 1.58976 -0.107 0.208 0.147 0.1542
C 5.01585 -0.37787 0.16063 0.129 0.178 -0.175 -0.0517
C 3.96854 0.26941 0.83578 -0.084 0.356 -0.200 -0.1989
P 4.35370 0.57639 2.61056 0.067 -0.414 0.190 0.9697
C 2.81129 0.00790 3.44226 -0.053 0.094 -0.182 -0.2372
O 4.29801 2.21396 2.74850 -0.125 -0.035 0.128 -0.2699
C 2.78966 0.56239 0.13649 0.157 -0.224 -0.148 -0.0386
C 2.67456 0.23328 -1.21790 -0.025 0.116 0.252 -0.0174
C 3.70461 -0.40865 -1.91523 -0.041 -0.139 -0.056 -0.0892
C 3.51740 -0.74270 -3.37811 0.076 -0.019 -0.174 -0.2292
N 4.07747 0.34381 -4.17915 -0.235 0.077 -0.010 0.0439
C 4.86090 -0.71949 -1.19710 -0.133 0.203 0.331 -0.1496
S 6.24956 -1.59657 -1.91339 0.335 -0.060 -0.338 0.6833
C 5.95581 -3.27003 -1.40033 -0.421 -0.127 -0.286 -0.1109
O 7.42943 -1.09722 -1.25927 -0.147 -0.106 0.207 -0.2629
O 6.20962 -1.61238 -3.34896 0.013 0.072 0.108 -0.3028
C 1.38028 0.59502 -1.88395 -0.036 0.106 0.091 -0.2609
O 1.31423 1.05096 -3.00400 -0.011 -0.163 -0.051 0.1338
C 0.17433 0.37370 -1.03288 -0.109 -0.218 -0.006 -0.0007
C -1.01970 -0.14119 -1.53453 0.147 0.146 0.050 -0.1725
O -1.18458 -0.44126 -2.85860 -0.151 -0.367 0.185 0.0792
C -2.11088 -0.36967 -0.68862 -0.092 0.158 0.039 -0.0649
C -3.35370 -0.97136 -1.28537 0.059 0.022 -0.407 -0.0747
C -3.25398 -2.49734 -1.44331 -0.091 0.173 -0.116 -0.1419
O -4.49984 -3.15817 -1.15764 0.155 -0.289 -0.091 -0.0449
C -5.28769 -3.32941 -2.25214 -0.037 -0.313 -0.362 -0.3418
O -5.56671 -4.39872 -2.70441 -0.026 0.310 0.380 0.1148
C -1.97666 -0.04732 0.66152 0.405 0.399 0.274 -0.1395
N -3.05153 -0.20852 1.61054 -0.353 -0.616 -1.115 -0.0302
C -4.24254 0.61032 1.35123 -0.244 0.386 0.212 -0.0267
C -3.34392 -1.49910 2.05596 -0.018 0.176 0.494 -0.4771
C -2.26562 -2.55057 2.00847 0.065 -0.163 -0.200 0.0207
O -4.42896 -1.74377 2.53810 0.002 0.025 -0.087 0.0810
C -0.79508 0.49172 1.18934 -0.283 -0.074 0.101 0.0363
B -0.79478 0.85494 2.73628 -0.094 0.193 -0.088 -0.4894
C -0.93744 2.34004 3.22667 0.086 -0.157 -0.142 0.0085
O -0.72581 -0.18913 3.61948 0.609 0.077 -0.198 0.1519
C 0.27466 0.67939 0.32640 -0.007 -0.227 -0.183 -0.0301
C 1.59290 1.20487 0.78352 0.157 0.071 -0.081 -0.2682
O 1.69922 2.09310 1.59212 -0.092 -0.112 0.214 0.1420
H 9.03002 -0.32986 2.06466 0.003 -0.077 0.062 0.0981
H 7.63500 -0.23358 3.18129 0.026 -0.078 0.001 0.0825
H 8.41324 1.24757 2.58846 0.028 0.005 -0.016 0.0913
H 5.69480 -2.40703 1.62203 0.065 -0.130 0.022 0.0971
H 2.15110 0.85572 3.61677 -0.016 -0.019 0.055 0.0302
H 3.06732 -0.47159 4.38520 -0.001 0.034 0.041 0.0349
H 2.29202 -0.71927 2.81520 -0.059 -0.050 0.071 0.0503
H 4.86526 2.45441 3.48929 0.127 0.175 -0.144 0.0523
H 2.45638 -0.91319 -3.58386 -0.016 -0.047 0.116 0.1031
H 4.04084 -1.66542 -3.61135 0.027 0.091 -0.057 0.0972
H 3.46204 1.14600 -4.08764 0.021 0.013 -0.002 0.0654
H 4.06931 0.09469 -5.16103 0.136 -0.091 0.016 0.0798
H 5.26265 -3.68625 -2.13127 0.047 -0.050 0.012 0.0722
H 6.90401 -3.79915 -1.44270 0.054 0.035 0.098 0.0835
H 5.49346 -3.31374 -0.42166 0.236 0.022 0.162 0.0571
H -0.39436 -0.87292 -3.19960 0.122 0.335 -0.180 0.1175
H -3.46886 -0.54795 -2.28417 -0.128 0.088 0.068 0.1229
H -4.25261 -0.71234 -0.73571 0.094 -0.123 0.211 0.1071
H -2.50613 -2.93261 -0.78052 -0.205 0.019 0.129 0.1203
H -2.94924 -2.74354 -2.46256 0.074 -0.025 0.025 0.1276
H -5.66241 -2.39374 -2.69862 0.111 0.088 0.076 0.1508
H -4.00555 1.40150 0.64224 0.128 0.002 0.064 0.1015
H -5.06580 0.02368 0.94444 0.037 -0.072 0.083 0.0844
H -4.60792 1.06379 2.27196 0.082 -0.021 0.044 0.0960
H -1.85116 -2.67736 3.00716 -0.049 0.036 0.034 0.0908
H -1.44573 -2.33585 1.32691 0.011 0.077 0.053 0.0756
H -2.74612 -3.48115 1.70656 0.013 -0.006 0.096 0.0938
H -1.95178 2.47471 3.61615 0.016 0.044 0.088 0.0748
H -0.22511 2.56378 4.02513 -0.075 0.070 0.075 0.0709
H -0.77780 3.05522 2.42189 -0.002 0.027 0.057 0.0665
H -0.45416 0.11383 4.49238 -0.361 -0.056 0.151 0.1106
C -6.21392 3.17746 -3.41931 0.037 0.013 -0.106 -0.0358
O -7.12997 3.79900 -2.51343 -0.009 0.017 -0.008 0.0086
C -7.19081 3.22789 -1.31357 -0.025 0.026 -0.002 -0.6261
O -6.55655 2.26757 -0.95728 0.091 -0.080 0.023 0.1100
O -8.07040 3.89592 -0.57359 -0.012 0.019 -0.001 0.0090
C -8.23734 3.38369 0.75248 -0.066 0.023 0.092 -0.0330
H -6.27627 3.74788 -4.34057 -0.032 0.029 0.020 0.0942
H -5.19979 3.21664 -3.02624 -0.006 -0.039 0.032 0.0964
H -6.49941 2.14338 -3.60262 0.020 -0.018 0.043 0.0958
H -7.29892 3.43034 1.30154 0.021 -0.042 -0.021 0.0952
H -8.59737 2.35734 0.72434 0.048 -0.022 -0.010 0.0983
H -8.97568 4.02345 1.22528 -0.003 0.026 -0.041 0.0940
```
Positions in Å, forces in eV/Å.

- LUMO energy (eV) = -1.277
- total charge = 0
- SMILES = COB(O)c1c(P(C)O)c2c(c(CN)c1S(C)(=O)=O)C(=O)c1c(O)c(CCOC=O)c(N(C)C(C)=O)c(B(C)O)c1C2=O.COC(=O)OC
- gap between HOMO and LUMO (Ha) = 0.28426



(3)
Below is a structure of composition C28H37BF5N2PdSi2, with properties calculated with ωB97M-V with the def2-TZVPD basis set.

Structure (XYZ):
```
76
Properties=species:S:1:pos:R:3:forces:R:3:lowdin_charge:R:1
Pd 0.07565 0.05696 -0.07253 -0.023 0.172 0.522 0.9175
C 2.10199 -0.05677 0.12429 0.025 -0.087 -0.078 -0.2990
Si 2.68715 1.47674 -0.65063 -0.156 0.003 -0.214 0.6003
C 1.54274 2.72644 0.19682 0.088 0.017 0.026 -0.2231
N 0.14649 2.19467 0.16090 0.038 0.059 -0.397 -0.2435
C -0.60550 2.70479 1.33109 -0.039 -0.084 0.081 -0.1940
C -0.75661 4.22571 1.33592 0.013 0.023 0.033 -0.1661
C -1.23588 4.77100 -0.02507 0.031 -0.039 0.019 -0.1845
C -1.67279 3.61314 -0.91326 0.101 0.016 0.109 -0.1838
C -0.52282 2.63747 -1.12848 -0.243 -0.094 0.074 -0.1657
C 4.46956 2.06011 -0.40341 -0.007 0.017 0.040 -0.2291
C 4.89437 2.53014 0.84312 0.014 0.000 0.002 -0.1002
C 6.20765 2.91993 1.06402 -0.008 0.000 0.003 -0.0998
C 7.13544 2.84178 0.03452 0.000 0.000 0.000 -0.1064
C 6.74009 2.37097 -1.20892 -0.004 -0.003 -0.008 -0.0959
C 5.42227 1.98726 -1.42203 0.008 0.013 0.010 -0.0970
C 2.36415 1.46131 -2.50630 0.031 0.071 0.024 -0.2574
C 1.82099 0.33910 -3.13326 0.002 -0.002 0.016 -0.0919
C 1.51207 0.35545 -4.48818 0.004 0.000 -0.010 -0.0832
C 1.74099 1.49705 -5.24162 -0.002 -0.009 0.011 -0.0984
C 2.28692 2.62373 -4.63814 -0.002 -0.001 0.008 -0.0991
C 2.59499 2.59890 -3.28582 0.008 0.000 -0.026 -0.1225
H 2.21469 -0.06375 1.21423 0.094 -0.026 0.004 0.0261
H 2.47178 -1.00078 -0.27869 -0.009 -0.016 0.030 0.0192
H 1.57453 3.75301 -0.18418 0.001 0.003 0.010 0.0910
H 1.85908 2.77270 1.24442 -0.027 -0.040 0.003 0.0846
H -0.07951 2.38046 2.22700 0.002 -0.103 0.002 0.1192
H -1.57490 2.21493 1.33870 -0.051 -0.006 -0.038 0.0975
H 0.18715 4.69412 1.62292 -0.008 0.010 0.001 0.0983
H -1.47216 4.47071 2.12401 -0.005 -0.001 -0.006 0.1113
H -0.42116 5.30887 -0.51987 -0.005 0.000 -0.009 0.1038
H -2.04534 5.48948 0.11460 -0.011 -0.008 -0.030 0.1018
H -2.00826 3.95304 -1.89546 0.004 0.053 0.006 0.1171
H -2.51302 3.08400 -0.45750 -0.019 0.008 -0.027 0.1038
H 0.23871 3.08206 -1.76979 0.013 0.023 0.031 0.1086
H -0.91094 1.76155 -1.63921 0.118 0.028 -0.010 0.0596
H 4.19020 2.58630 1.66692 -0.004 -0.002 -0.001 0.0946
H 6.50817 3.28018 2.04047 0.004 0.000 -0.001 0.0962
H 8.16229 3.14267 0.20252 0.000 0.000 0.001 0.0945
H 7.45888 2.30083 -2.01649 0.004 0.002 0.003 0.0967
H 5.12979 1.62437 -2.40083 -0.002 -0.002 0.000 0.0963
H 1.61634 -0.55398 -2.55263 0.009 0.001 0.003 0.0873
H 1.07808 -0.52357 -4.94837 -0.003 0.004 -0.003 0.1048
H 1.49203 1.51178 -6.29580 0.001 0.002 -0.001 0.0948
H 2.46790 3.51926 -5.22072 0.001 0.000 -0.002 0.0943
H 3.02138 3.48698 -2.82704 0.001 -0.002 0.004 0.1045
C -3.76534 -2.02511 -1.28034 0.011 0.024 -0.014 -0.1598
Si -2.96683 -0.32448 -1.30552 0.037 0.006 -0.029 0.3913
C -4.29643 0.97209 -1.71999 0.020 -0.002 -0.003 -0.1780
C -1.83147 -0.27029 -2.81337 -0.059 -0.009 -0.012 -0.1816
N -2.08467 0.02082 0.13662 0.084 0.070 -0.248 -0.1398
C -2.67021 -0.08940 1.36758 -0.057 -0.088 0.092 -0.3212
C -4.07255 -0.15742 1.57083 0.002 0.024 -0.023 -0.0642
C -4.67018 -0.26275 2.81562 -0.005 -0.003 0.016 -0.1228
C -3.90798 -0.30567 3.97260 0.010 0.004 -0.017 -0.1325
C -2.52738 -0.24617 3.83277 0.010 0.000 0.003 -0.0420
C -1.95312 -0.14516 2.58698 0.043 0.023 -0.041 -0.2417
F -0.59276 -0.09967 2.56564 -0.014 0.099 -0.033 0.0032
H -4.26076 -2.22060 -2.23638 -0.001 -0.009 0.006 0.0238
H -4.50272 -2.14574 -0.48542 0.013 0.001 0.009 0.0195
H -2.98808 -2.77938 -1.13319 0.006 -0.006 0.007 0.0267
H -4.94627 0.60537 -2.52077 0.012 -0.004 -0.010 0.0239
H -3.81300 1.88289 -2.08549 -0.013 -0.001 0.003 0.0048
H -4.93067 1.25492 -0.87853 -0.001 -0.015 -0.002 0.0128
H -2.22613 -0.94946 -3.57519 -0.029 0.013 -0.001 0.0334
H -0.81296 -0.58913 -2.59666 -0.018 -0.034 0.022 -0.0090
H -1.79516 0.72824 -3.25814 0.026 -0.031 -0.022 0.0221
H -4.71648 -0.13366 0.70298 0.012 0.002 -0.003 0.0652
H -5.75160 -0.31522 2.87181 0.000 0.000 0.007 0.0915
H -4.36262 -0.39269 4.95022 -0.005 0.000 -0.002 0.0842
H -1.86290 -0.29284 4.68693 -0.010 -0.002 0.005 0.1100
F 1.46460 -3.63716 -0.07347 0.051 -0.032 0.011 0.1247
B 0.19817 -3.09308 0.06757 -0.014 0.091 -0.221 -1.2293
F -0.79520 -3.96616 -0.34089 -0.023 -0.031 -0.003 0.1284
F -0.02182 -2.59142 1.33608 0.006 -0.012 0.016 0.1319
F 0.14028 -1.92385 -0.87342 -0.083 -0.078 0.274 -0.0586
```
Positions in Å, forces in eV/Å.

- LUMO energy (eV) = 2.447
- total charge = -1
- gap between HOMO and LUMO (Ha) = 0.24614